1.
The following is a quantum chemistry calculation of a structure of composition C28H42AsAuFN5O3Si, from the OMol25 dataset.

Geometry (Å):
Au (2.8413, -0.5997, 0.5609)
As (-1.2832, -2.8653, -0.3987)
Si (3.2712, -4.4039, 1.4859)
F (-3.9843, -0.1743, -0.7055)
O (3.3131, 1.4612, 0.9509)
O (3.4441, 3.4904, 0.1111)
O (0.7855, 0.1480, 0.2173)
N (-5.0722, 2.5218, -0.6330)
N (4.8511, -1.1048, 0.1940)
N (-7.2274, 3.3786, -1.7746)
N (3.5545, -2.7948, 0.8319)
N (-0.5124, 4.0528, -0.1398)
C (-1.4074, 3.0183, -0.2485)
C (4.7570, -5.0695, 2.4916)
C (0.4709, -2.8512, -1.2864)
C (-5.6548, 3.6308, 0.0980)
C (5.9858, -0.4882, -0.1054)
C (-1.5312, -4.8075, -0.1951)
C (-3.1886, 0.9080, -0.5393)
C (-0.9298, 1.6903, -0.1979)
C (7.0998, -2.6264, -0.0939)
C (1.3116, 2.5030, 0.1350)
C (1.7665, -4.4585, 2.6386)
C (-1.8534, 0.6615, -0.3842)
C (5.9972, 0.9815, -0.2761)
C (-0.9243, 5.4481, -0.2069)
C (-1.1452, 5.9080, -1.6458)
C (2.8156, 2.4894, 0.3928)
C (4.7671, -2.4336, 0.4215)
C (7.1549, -1.2472, -0.2401)
C (-2.7819, 3.2406, -0.4023)
C (-6.6429, 4.3662, -0.8252)
C (-7.4304, 2.0797, -1.0888)
C (0.7863, 3.7616, 0.0059)
C (-3.7165, 2.2166, -0.5072)
C (0.4671, 1.3607, 0.0734)
C (5.9076, -3.2386, 0.2266)
C (2.9537, -5.5416, -0.0318)
C (-6.0525, 1.4585, -0.8211)
C (-0.7753, -2.4072, 1.4507)
H (-3.1349, 4.2550, -0.4404)
H (5.4062, 1.4509, 0.5109)
H (7.9909, -3.2192, -0.2287)
H (1.4850, 4.5888, 0.0426)
H (-6.1262, 0.8016, 0.0557)
H (-2.4776, -5.0040, 0.3043)
H (5.3163, -5.8109, 1.9298)
H (-0.9271, -1.3526, 1.6647)
H (-1.5040, -0.3619, -0.4054)
H (3.5304, -5.2248, -0.8960)
H (0.8425, -4.6784, 2.1168)
H (-1.9089, 5.3203, -2.1494)
H (7.0129, 1.3652, -0.2613)
H (1.6374, -3.5381, 3.1972)
H (-1.8252, 5.5868, 0.3959)
H (-6.1499, 5.1524, -1.3978)
H (1.2125, -3.2714, -0.6090)
H (-0.1351, 6.0477, 0.2484)
H (-8.1047, 3.7336, -2.1695)
H (-8.0245, 1.4074, -1.7080)
H (0.7731, -1.8378, -1.5434)
H (4.4090, -5.5546, 3.3980)
H (-7.4441, 4.8113, -0.2337)
H (1.9003, -5.5292, -0.2975)
H (-4.8946, 4.3256, 0.4459)
H (0.2783, -2.6282, 1.5825)
H (-6.5656, 3.2249, -2.5464)
H (3.2262, -6.5627, 0.2155)
H (5.5338, 1.2654, -1.2223)
H (8.0807, -0.7479, -0.4737)
H (-0.7289, -5.2420, 0.3999)
H (-1.4483, 6.9506, -1.6515)
H (5.8402, -4.3058, 0.3232)
H (-6.1790, 3.2602, 0.9885)
H (0.4317, -3.4447, -2.1987)
H (-0.2228, 5.8206, -2.2120)
H (5.4434, -4.2812, 2.7843)
H (1.9149, -5.2593, 3.3566)
H (-7.9793, 2.2660, -0.1640)
H (-1.3660, -2.9919, 2.1525)
H (-5.7519, 0.8484, -1.6755)
H (-1.5525, -5.2958, -1.1673)

The charge is +2. The value obtained for the HOMO-LUMO gap (spin up / spin down) is 0.1563 / 0.1561 hartree. For the LUMO energy (spin up / spin down), the calculation gives -7.90 / -7.90 eV. Its max |F| is 0.061 Eh/bohr. Its HOMO energy (spin up / spin down) is -12.150 / -12.150 eV.



2.
The following is a quantum chemistry calculation of a structure of composition C28H42BCuF6O20, from the OMol25 dataset.

Geometry (Å):
Cu (0.4881, 1.0366, 1.1530)
F (4.6656, -2.7183, 1.9030)
F (6.3173, -1.9787, 0.7313)
F (-1.2547, -4.1627, -4.7170)
F (-2.4248, -3.3909, -3.0115)
F (4.5722, -0.7860, 0.9356)
F (-2.2205, -5.5664, -3.3886)
O (-0.2066, -4.1679, -1.4164)
O (-3.2921, 1.9537, -2.0714)
O (4.1539, -1.9878, -1.4921)
O (-2.4658, -0.1688, -2.8732)
O (-1.0820, 0.0275, 2.0261)
O (0.4766, 2.4902, -0.1654)
O (2.3351, 0.6132, 2.0834)
O (-0.5902, -1.0721, -3.7522)
O (-2.5942, 4.7732, 3.0079)
O (-3.1396, -0.8441, 1.7322)
O (1.2609, 4.2441, -1.4207)
O (-1.6543, 0.5352, -0.8024)
O (-1.0699, 3.2839, 2.6734)
O (-5.3269, 3.0101, -2.0048)
O (-4.0003, -0.0996, -1.1573)
O (2.7731, -1.1219, 3.4207)
O (-5.9741, 0.6572, -0.3072)
O (4.1040, -4.0021, -0.4335)
O (0.5756, -4.9959, -3.3531)
O (0.4924, -0.1188, -0.9679)
C (-4.9977, 0.8024, -0.9868)
C (1.1988, 3.4667, -0.2913)
C (-3.8708, 0.3764, 3.7126)
C (-2.0129, 3.8731, 2.2102)
C (5.0047, -2.0815, 0.7618)
C (1.8282, -1.9756, 2.7819)
C (-1.1693, -0.4378, -2.8909)
C (-4.5860, 2.1252, -1.8027)
C (-0.6026, -0.0212, -1.4545)
C (-0.3130, -4.4054, -2.6289)
C (-3.5565, 5.6779, 2.3856)
C (3.2680, -1.4597, -3.6908)
C (-1.8268, -0.8647, 1.5352)
C (-3.6660, 0.4874, 2.2254)
C (3.5048, -2.5759, -2.6966)
C (1.7527, -5.6154, -2.7495)
C (-1.6538, -4.3764, -3.4413)
C (1.4166, 3.4055, -3.7353)
C (-3.7078, 6.9329, 3.2379)
C (4.2484, 0.6027, 3.6689)
C (3.0091, 0.1059, 2.9514)
C (2.2076, 3.9519, 0.6895)
C (4.3053, -2.7870, -0.4895)
C (1.6481, -3.2247, 3.6155)
C (-2.5473, 3.6260, 0.8289)
C (1.5386, -7.1305, -2.5641)
C (0.4756, 3.7931, -2.5469)
C (-1.3892, -2.0834, 0.7928)
B (-2.8899, 0.5836, -1.7444)
H (2.1349, -2.1092, 1.7141)
H (0.8960, -3.8239, 3.1860)
H (2.4852, -5.3430, -3.4998)
H (-2.9553, 1.3006, 1.9143)
H (2.0377, -5.1074, -1.8289)
H (-2.7332, 7.4449, 3.3884)
H (4.2443, -1.0844, -3.9945)
H (2.1928, 4.1531, -3.9099)
H (-3.6175, 3.7482, 0.7170)
H (-1.7613, -2.9220, 1.4074)
H (0.8552, -1.4493, 2.6967)
H (-2.3003, 2.5904, 0.5321)
H (-4.4364, 5.1962, 2.1163)
H (2.3389, -7.6025, -2.0004)
H (2.5848, -0.6988, -3.2426)
H (2.4223, 5.0234, 0.5821)
H (4.1562, -3.3624, -3.0418)
H (-3.1315, 5.9957, 1.4338)
H (1.7951, 3.7652, 1.6416)
H (1.1891, -2.9009, 4.5932)
H (-0.2002, 3.0046, -2.3081)
H (-2.8631, 0.2281, 4.1612)
H (0.5256, -7.2521, -2.1325)
H (-4.5345, 7.5089, 2.8325)
H (2.5800, -3.7146, 3.7660)
H (-4.5748, 0.5639, 1.6707)
H (-2.0866, 4.2214, 0.1071)
H (-4.2897, 1.3091, 4.1468)
H (-0.3082, -2.2178, 0.7905)
H (2.8941, -2.0237, -4.6182)
H (-4.1492, 6.5871, 4.1941)
H (-1.7414, -2.1172, -0.1930)
H (4.0260, 0.4845, 4.7206)
H (2.6295, -3.0573, -2.2860)
H (5.1161, 0.0001, 3.4324)
H (1.5572, -7.5569, -3.5709)
H (3.1279, 3.3546, 0.5100)
H (0.8512, 3.3702, -4.6885)
H (4.3871, 1.6581, 3.4383)
H (1.7854, 2.3631, -3.6390)
H (-0.1833, 4.6939, -2.8602)
H (-4.4821, -0.4361, 4.1053)

The charge is 0. The value obtained for the HOMO-LUMO gap is 0.3245 hartree. For the LUMO energy, the calculation gives 0.38 eV. Its max |F| is 0.078 Eh/bohr. Its HOMO energy is -8.453 eV.



3.
The following is a quantum chemistry calculation of a structure of composition C28H42BMgN9O, from the OMol25 dataset.

Geometry (Å):
Mg (0.1747, -0.4898, 0.0593)
O (0.4233, -2.2471, -0.6326)
N (0.2600, 2.3774, -1.1225)
N (2.0660, -3.7419, -0.1927)
N (-2.1124, -4.1789, -2.3188)
N (0.4693, -6.9176, -0.1968)
N (-1.4566, 0.5284, 0.7163)
N (1.4413, 0.6179, 1.2802)
N (-1.2991, 1.8991, 0.8862)
N (0.3112, 1.0400, -1.5750)
N (1.2791, 1.9593, 1.1960)
C (-1.1200, -4.3303, -1.7251)
C (3.0966, -0.8585, 4.1516)
C (1.7463, -0.6943, -3.7030)
C (0.2166, 2.4422, -3.3154)
C (-3.8491, -1.6472, -0.3287)
C (2.2484, 0.3693, 2.2737)
C (-3.2480, -1.0878, 0.9973)
C (-2.8003, 0.3236, 0.7620)
C (2.2752, 4.0421, 2.1962)
C (-4.4454, -0.9913, 1.9545)
C (0.2650, 4.7168, -2.0901)
C (2.5949, -1.0351, 2.7065)
C (0.3586, -5.8216, -0.6275)
C (-2.6099, 3.9797, 1.4630)
C (0.0656, 0.3255, -5.2707)
C (-0.8670, -0.9699, -3.3554)
C (0.2387, 1.1060, -2.9341)
C (0.2916, -0.1161, -3.8338)
C (2.7745, 1.5786, 2.7551)
C (0.0423, -4.5405, -1.0422)
C (-2.4699, 2.5298, 0.9888)
C (1.4757, -2.1102, 2.6966)
C (-3.4752, 1.5622, 0.8097)
C (0.8386, -3.4458, -0.7269)
C (-2.1379, -2.0443, 1.4554)
C (2.0877, 2.6014, 2.1143)
C (3.7917, -1.4929, 1.7950)
C (0.2325, 3.2102, -2.1868)
B (0.0603, 2.5665, 0.4424)
H (0.0563, 3.7820, 0.6940)
H (2.0757, -1.0045, -2.6899)
H (3.6848, -1.2333, 0.7332)
H (-4.1375, -2.7193, -0.2096)
H (-1.7516, -0.4027, -3.4966)
H (3.4370, 1.6899, 3.6067)
H (1.2676, 5.0619, -2.2358)
H (2.4515, -4.6932, -0.2612)
H (2.4495, 0.0392, -4.0625)
H (1.9614, -3.0911, 2.6510)
H (3.3813, 4.2142, 2.1235)
H (4.0589, -0.2935, 4.2495)
H (-0.4205, 5.0846, -2.8507)
H (-1.4637, -2.3357, 0.5766)
H (4.0247, -2.5837, 1.9027)
H (-4.2017, -0.7952, 2.9821)
H (-3.6622, 4.2923, 1.4843)
H (1.8784, -1.5917, -4.3422)
H (-2.5127, -3.0182, 1.7659)
H (0.7888, 1.0884, -5.5820)
H (-1.0726, -1.9195, -3.9263)
H (2.3872, -0.4224, 4.8903)
H (1.7646, 4.4453, 1.3620)
H (1.8352, 4.4411, 3.1529)
H (3.2912, -1.9464, 4.4865)
H (-2.1067, 4.1018, 2.4433)
H (0.0598, 2.7783, -4.3394)
H (0.7586, -2.0149, 3.5518)
H (0.1116, -0.5606, -5.9223)
H (-4.5844, 1.6672, 0.7165)
H (4.6270, -0.8828, 2.1265)
H (-1.6442, -1.6070, 2.3305)
H (-2.1174, 4.5894, 0.6700)
H (-5.0153, -1.8931, 1.8635)
H (-5.0731, -0.1750, 1.5816)
H (0.8913, -1.9700, 1.7751)
H (-0.0736, 4.9950, -1.0636)
H (-4.6772, -1.0250, -0.6156)
H (2.7861, -2.9998, 0.0581)
H (-0.7053, -1.2986, -2.3211)
H (-0.9387, 0.7387, -5.3127)
H (-3.1041, -1.5470, -1.0687)

The charge is 0. The value obtained for the HOMO-LUMO gap is 0.3004 hartree. For the LUMO energy, the calculation gives 0.28 eV. Its max |F| is 0.087 Eh/bohr. Its HOMO energy is -7.897 eV.



4.
The following is a quantum chemistry calculation of a structure of composition C28H42BrCl3N4O3P2S2Tb, from the OMol25 dataset.

Geometry (Å):
Tb (-0.8805, 1.5306, 0.9204)
Br (-3.6584, -1.2327, 0.0955)
Cl (-1.1354, 3.7038, -3.5347)
Cl (-3.8306, 2.8223, -3.0368)
Cl (-2.9376, 5.2312, -1.7392)
S (-1.4014, 5.5264, 3.9136)
S (-2.2891, -0.7557, 5.0727)
P (2.3795, 3.2842, -0.4499)
P (1.9215, 2.0510, 1.8775)
O (-0.7288, 3.0912, -0.6789)
O (-2.7342, 2.2137, -0.1557)
O (-0.6612, -0.5765, -0.1572)
N (-1.4600, 0.5573, 3.0106)
N (-1.5535, 3.4222, 2.3287)
N (-1.0594, -1.7539, 2.8498)
N (-1.2957, 5.4855, 1.2483)
C (-1.3761, 4.7103, 2.3244)
C (0.0505, -2.5426, -1.3516)
C (-2.3501, -2.0264, -0.9244)
C (-0.9005, -6.0094, -3.5449)
C (2.2579, 5.0961, -0.2783)
C (-0.9402, -1.6558, -0.8097)
C (1.9092, 3.4998, 3.0243)
C (-2.1771, -5.3148, -2.9254)
C (2.0423, -1.0621, -0.7918)
C (-2.7185, -6.2202, -1.8123)
C (2.2897, -2.7168, -2.6146)
C (3.8125, 2.0829, 1.4675)
C (-2.4899, 0.9641, 5.0533)
C (-0.3993, -3.7064, -1.9898)
C (2.0284, -3.3738, -0.1568)
C (-2.6802, -3.0872, -1.7152)
C (-1.7518, -3.9943, -2.2188)
C (-2.0087, 2.8919, -0.9617)
C (-1.4815, -0.6737, 3.5329)
C (1.5750, -2.4195, -1.2138)
C (2.2422, 2.9497, -2.2184)
C (-1.8185, 2.9004, 3.6045)
C (-1.7859, 3.9108, 4.5654)
C (-3.3028, -5.0529, -3.9428)
C (4.0334, 2.9008, 0.2010)
C (2.1769, 0.6509, 3.0787)
C (-2.4124, 3.5173, -2.2831)
C (-2.0279, 1.5095, 3.8865)
H (1.3315, 2.2807, -2.4072)
H (1.3178, 0.4768, 3.6716)
H (1.7015, -4.4408, -0.3019)
H (-1.2184, -6.7752, -4.2193)
H (0.9484, 3.5079, 3.5386)
H (3.0840, -1.1550, -0.4957)
H (-0.6925, -1.6137, 1.9179)
H (-3.7441, -3.2615, -1.8005)
H (4.1680, 1.0307, 1.3554)
H (-1.8065, 3.6760, 5.6504)
H (2.3914, -3.8057, -2.8970)
H (-3.3533, -7.1196, -2.1915)
H (2.7507, 3.4169, 3.7541)
H (3.2306, 5.5650, -0.5822)
H (1.9188, 5.4772, 0.6912)
H (-1.4247, 6.4642, 1.3139)
H (-2.9758, 1.5502, 5.8730)
H (4.6617, 2.4653, -0.5856)
H (2.0488, -0.3924, -1.6025)
H (4.5608, 3.7968, 0.4462)
H (3.3178, -2.3309, -2.6421)
H (-1.4077, 5.1087, 0.3018)
H (2.1077, 3.8218, -2.8825)
H (-0.2858, -6.4772, -2.8047)
H (-1.9554, -6.5889, -1.1274)
H (1.4198, -0.6147, -0.0726)
H (-3.6535, -5.9736, -4.4052)
H (1.6224, -3.0777, 0.8158)
H (4.3570, 2.5479, 2.3470)
H (2.0213, 4.4460, 2.4700)
H (3.1268, 2.4578, -2.6838)
H (2.3497, -0.2794, 2.5584)
H (0.3349, -4.3904, -2.3065)
H (-3.4446, -5.6613, -1.2598)
H (1.4273, 5.2958, -1.0105)
H (-0.3567, -5.2387, -4.0617)
H (3.1252, -3.4521, -0.0963)
H (-2.9283, -4.3794, -4.7187)
H (-4.2211, -4.6297, -3.4843)
H (-1.2032, -2.7750, 3.1795)
H (3.1174, 0.8872, 3.6380)
H (1.7590, -2.1692, -3.4329)

The charge is +1. As for the multiplicity: 7. The value obtained for the HOMO-LUMO gap (spin up / spin down) is 0.2192 / 0.2436 hartree. For the LUMO energy (spin up / spin down), the calculation gives -3.41 / -2.75 eV. Its max |F| is 0.086 Eh/bohr. The expectation value of S² is 12.605. Its HOMO energy (spin up / spin down) is -9.371 / -9.381 eV.



5.
The following is a quantum chemistry calculation of a structure of composition C28H42ClGe2N2O2SSe2Tl, from the OMol25 dataset.

Geometry (Å):
Tl (-0.7932, -0.3969, -0.3190)
Se (-0.9311, -0.4602, -3.2153)
Se (-2.0019, 2.3665, -0.3776)
Ge (1.9697, -0.2952, -0.1473)
Ge (-0.6373, -0.4919, 2.4278)
Cl (-0.7547, -2.9758, -0.0834)
S (-5.8868, -0.0327, -0.1847)
O (-3.4852, 1.1830, -3.0529)
O (-1.3635, 3.7381, -5.4570)
N (-3.8710, 0.5171, 1.5292)
N (-3.4267, -0.8750, -0.3042)
C (4.8085, -0.6061, 1.4400)
C (-6.2306, -1.6349, -2.4777)
C (-5.4386, -1.1320, -1.4664)
C (2.9187, 1.3085, -1.0652)
C (4.4281, 1.4765, -1.0921)
C (5.4274, -0.5763, 4.1133)
C (2.5302, -2.0398, -1.0625)
C (-4.0788, -1.4837, -1.3427)
C (-4.3217, -2.8831, -3.2530)
C (6.4507, -0.6468, 3.1828)
C (-1.3024, -2.1491, 3.4159)
C (3.7571, -0.5447, 2.3537)
C (-5.6529, -2.5087, -3.3816)
C (-1.0176, 3.8061, -4.0849)
C (-0.1595, 1.2318, 4.9367)
C (6.1285, -0.6574, 1.8358)
C (-3.5276, -2.3877, -2.2394)
C (1.3373, -0.6484, 2.6987)
C (-0.8329, 2.7075, -1.9084)
C (-4.1912, -0.1135, 0.3902)
C (3.9656, -2.5372, -1.1311)
C (-1.4133, 2.5253, -3.3204)
C (2.3755, -0.4727, 1.8618)
C (-0.7652, 1.3449, -4.0305)
C (4.1078, -0.5206, 3.7101)
C (-1.0178, 1.0973, 3.6933)
C (-0.8340, -2.3972, 4.8374)
C (-2.9545, 2.4252, -3.3783)
H (0.2512, -2.3637, 4.9018)
H (-4.3708, 1.3712, 1.7244)
H (4.7030, 2.3490, -1.6927)
H (-3.8945, -3.5688, -3.9680)
H (0.3094, 1.5255, -4.1280)
H (-2.4960, -2.6819, -2.1190)
H (4.6175, -1.8118, -1.6194)
H (4.8253, 1.6192, -0.0893)
H (4.5601, -0.6072, 0.3952)
H (-1.2025, 1.2473, -5.0267)
H (-0.3020, 0.3699, 5.5836)
H (-1.0091, -2.9857, 2.7849)
H (4.0110, -3.4654, -1.7072)
H (-2.3931, -2.1084, 3.3963)
H (4.3585, -2.7446, -0.1371)
H (2.1377, -1.9361, -2.0778)
H (1.5670, -0.8905, 3.7381)
H (-0.9291, 1.9990, 3.0858)
H (-2.8649, 0.5664, 1.6936)
H (-3.3661, 3.2075, -2.7140)
H (-3.2718, 2.6310, -4.4073)
H (2.5549, 1.2401, -2.0939)
H (0.0327, 2.0539, -1.7721)
H (2.4679, 2.2081, -0.6403)
H (3.3421, -0.4526, 4.4695)
H (4.9105, 0.6060, -1.5338)
H (-2.0695, 1.0326, 3.9877)
H (-3.1516, 0.9602, -2.1664)
H (5.6638, -0.5630, 5.1713)
H (1.9146, -2.8030, -0.5833)
H (-0.4994, 3.7417, -1.7695)
H (-1.2055, 4.6058, -5.8447)
H (-1.2463, -1.6538, 5.5186)
H (-7.2637, -1.3373, -2.5639)
H (0.8933, 1.3063, 4.6766)
H (6.9075, -0.7043, 1.0847)
H (-1.1562, -3.3831, 5.1838)
H (0.0690, 3.9660, -3.9881)
H (-1.5328, 4.6540, -3.6086)
H (7.4848, -0.6849, 3.5014)
H (-0.4279, 2.1277, 5.5027)
H (-6.2407, -2.8988, -4.2029)

The charge is -2. The value obtained for the HOMO-LUMO gap is 0.1802 hartree. For the LUMO energy, the calculation gives 4.19 eV. Its max |F| is 0.026 Eh/bohr. The calculation puts the energy above the lowest of the compared OMol25 structures with the same formula, charge and spin at 41.47 kcal per mole. Its HOMO energy is -0.716 eV.